[1]
21
Properties=species:S:1:pos:R:3 method="wB97M-V/def2-TZVPD" molar_mass_g_mol=111.2 relative_energy_ev=3.2404 energy_ha=-329.1524 lumo_ha=0.0373
C 0.847 0.517 1.560
C -0.254 0.093 0.780
C 0.204 -2.313 0.581
C -1.177 1.599 -1.059
C 1.266 0.973 -1.225
C -0.763 -1.217 1.101
C -0.168 0.460 -0.729
N -0.183 1.252 1.742
H 1.825 0.462 1.883
H 0.549 -1.858 -0.394
H -0.453 -3.280 0.307
H 1.021 -2.511 1.209
H -1.072 2.465 -0.182
H -2.193 1.246 -1.095
H -0.845 1.994 -1.987
H 1.439 1.865 -0.662
H 1.193 1.339 -2.317
H 1.911 0.099 -1.154
H -0.853 -1.262 2.178
H -1.739 -1.492 0.678
H -0.555 -0.432 -1.213

***

[2]
21
Properties=species:S:1:pos:R:3 method="wB97M-V/def2-TZVPD" molar_mass_g_mol=111.2 relative_energy_ev=3.5778 energy_ha=-329.1400 lumo_ha=0.0309
C -0.293 1.647 -0.383
C 0.766 0.846 -0.976
C -0.071 -0.320 -0.364
C 2.166 1.146 -0.299
C 1.002 0.863 -2.494
C -3.288 -1.294 1.251
C -0.170 -1.601 -0.320
N -0.966 0.663 0.104
H -0.687 2.639 -0.192
H 2.851 0.589 -0.971
H 2.400 1.000 0.736
H 2.330 2.170 -0.484
H 1.047 -0.220 -2.921
H 1.944 1.280 -2.823
H 0.135 1.460 -2.979
H -2.367 -0.914 1.522
H -3.718 -0.534 0.552
H -3.138 -2.102 0.479
H -4.003 -1.450 2.146
H 0.568 -2.187 -0.766
H -1.158 -1.900 -0.168

***

[3]
21
Properties=species:S:1:pos:R:3 method="wB97M-V/def2-TZVPD" molar_mass_g_mol=111.2 relative_energy_ev=1.6214 energy_ha=-329.2119 lumo_ha=0.0367
C 1.117 -0.969 -0.477
C 1.269 -0.160 0.823
C 0.015 0.649 1.084
C -0.430 0.769 2.328
C -0.755 1.315 -0.057
C -1.771 0.424 -0.713
C -2.078 0.378 -1.996
N 2.146 -2.048 -0.639
H 0.159 -1.482 -0.413
H 1.158 -0.289 -1.326
H 2.086 0.554 0.694
H 1.546 -0.782 1.671
H 0.060 0.465 3.243
H -1.360 1.289 2.552
H -1.306 2.103 0.466
H -0.143 1.795 -0.817
H -2.165 -0.349 -0.055
H -1.570 1.030 -2.699
H -2.734 -0.385 -2.391
H 3.024 -1.573 -0.483
H 2.161 -2.245 -1.637

***

[4]
21
Properties=species:S:1:pos:R:3 method="wB97M-V/def2-TZVPD" molar_mass_g_mol=111.2 relative_energy_ev=2.1222 energy_ha=-329.1935 lumo_ha=0.0337
C -2.687 0.399 1.064
C -2.476 -0.437 0.052
C -1.858 0.003 -1.197
C -1.806 -0.736 -2.301
H -2.472 1.455 0.959
H -3.095 0.069 2.008
H -2.804 -1.466 0.131
H -1.433 1.003 -1.191
H -1.463 -0.321 -3.237
H -2.110 -1.775 -2.302
C 2.179 1.625 1.431
C 2.530 0.355 0.709
C 1.680 -0.295 -0.088
N 1.866 -1.620 -0.522
H 2.374 1.502 2.496
H 2.763 2.491 1.101
H 1.125 1.852 1.285
H 3.528 -0.064 0.810
H 0.839 0.185 -0.574
H 0.997 -2.042 -0.811
H 2.325 -2.183 0.178

***

[5]
21
Properties=species:S:1:pos:R:3 method="wB97M-V/def2-TZVPD" molar_mass_g_mol=111.2 relative_energy_ev=1.7074 energy_ha=-329.2087 lumo_ha=0.0371
C 0.877 -0.045 1.971
C -0.313 0.316 2.426
C -1.540 0.394 1.641
C -2.706 0.736 2.180
H 1.099 -0.167 0.920
H 1.712 -0.145 2.652
H -0.421 0.551 3.482
H -1.498 0.077 0.603
H -3.612 0.757 1.591
H -2.788 1.002 3.225
C 0.492 0.782 -2.712
C 0.812 -0.426 -1.882
C -0.102 -1.329 -1.553
N 2.173 -0.523 -1.583
H 1.212 0.875 -3.527
H 0.564 1.696 -2.109
H -0.513 0.754 -3.119
H 0.141 -2.231 -1.009
H -1.112 -1.219 -1.911
H 2.614 0.374 -1.441
H 2.415 -1.169 -0.846

***

[6]
21
Properties=species:S:1:pos:R:3 method="wB97M-V/def2-TZVPD" molar_mass_g_mol=111.2 relative_energy_ev=1.3724 energy_ha=-329.2210 lumo_ha=0.0404
C -1.540 -1.209 3.296
C -1.517 -1.148 1.754
C -0.806 0.073 1.163
N 0.075 1.723 -1.198
C 0.564 0.434 -0.960
C 0.214 -0.283 0.124
C 1.968 0.520 -3.012
C 1.633 -0.044 -1.865
H -2.490 -0.930 3.752
H -0.846 -0.459 3.677
H -1.268 -2.210 3.621
H -2.530 -1.177 1.329
H -1.113 -2.071 1.339
H -1.498 0.800 0.726
H -0.306 0.621 1.969
H 0.314 2.030 -2.115
H -0.552 2.151 -0.548
H 0.658 -1.273 0.135
H 2.745 0.077 -3.630
H 1.515 1.345 -3.550
H 2.175 -0.882 -1.453

***

[7]
21
Properties=species:S:1:pos:R:3 method="wB97M-V/def2-TZVPD" molar_mass_g_mol=111.2 relative_energy_ev=3.2734 energy_ha=-329.1512 lumo_ha=0.0302
C -0.887 -1.061 -1.374
C -1.944 -0.860 -0.392
C -0.435 -0.952 0.030
C 1.863 0.026 0.030
C 0.178 0.432 1.984
C -0.005 1.502 -0.355
C 0.357 0.247 0.486
N -0.803 -1.254 -2.565
H -2.174 0.120 -0.600
H -2.677 -1.449 -0.145
H -0.087 -1.907 0.541
H 2.421 0.929 0.214
H 1.733 -0.365 -1.055
H 2.115 -0.817 0.673
H 0.633 1.242 2.535
H -0.817 0.438 2.375
H 0.591 -0.479 2.580
H 0.456 2.389 0.007
H -1.134 1.621 -0.665
H 0.429 1.356 -1.342
H 0.189 -1.158 -2.962

***

[8]
21
Properties=species:S:1:pos:R:3 method="wB97M-V/def2-TZVPD" molar_mass_g_mol=111.2 relative_energy_ev=5.3599 energy_ha=-329.0745 lumo_ha=0.0415
C 0.790 -1.085 -0.991
C -0.832 -1.196 -1.319
C -1.790 -0.515 -0.239
C -0.798 0.435 0.352
C -0.110 1.793 0.915
C 1.087 0.785 0.840
C 1.558 0.205 -0.514
H 1.094 -1.987 -0.429
H 1.270 -1.322 -2.014
H -1.060 -0.534 -2.171
H -1.026 -2.256 -1.530
H -2.463 0.045 -0.919
H -2.285 -1.098 0.535
H -0.286 0.576 -0.585
H -0.421 2.645 0.188
H -0.353 2.320 1.843
H 1.923 0.670 1.567
H 2.651 -0.010 -0.463
H 1.507 0.970 -1.288
H -0.173 -0.071 2.224
N 0.027 -0.354 1.254

***

[9]
21
Properties=species:S:1:pos:R:3 method="wB97M-V/def2-TZVPD" molar_mass_g_mol=111.2 relative_energy_ev=4.9987 energy_ha=-329.0878 lumo_ha="0.0031 / 0.0031"
C 1.587 -0.273 -0.670
C -0.438 1.389 -0.649
C 1.592 -0.793 0.726
C 1.176 -1.050 -1.760
H 2.079 0.677 -0.834
H 0.916 -1.641 0.838
H -0.247 -1.145 -1.647
H 1.503 -0.719 -2.740
H -1.337 2.007 -0.586
H 0.260 1.838 0.053
H -0.143 1.419 -1.695
H 2.602 -1.117 0.991
H 1.269 -0.033 1.444
H 1.276 -2.127 -1.637
C -1.881 -0.030 1.132
C -1.680 0.907 2.053
C -1.386 -0.042 -0.247
N -1.500 -0.951 -1.058
H -2.464 -0.911 1.372
H -1.086 1.789 1.869
H -2.099 0.807 3.045

***

[10]
23
Properties=species:S:1:pos:R:3 method="wB97M-V/def2-TZVPD" molar_mass_g_mol=141.2 relative_energy_ev=3.8903 energy_ha=-458.9310 lumo_ha=-0.1097 charge=+1
C 2.509 -0.275 0.066
C 1.750 -1.106 0.845
C 1.878 0.439 -0.996
C 0.403 -1.476 0.589
C 0.723 1.078 -0.717
C -0.717 -0.834 0.076
C -2.575 0.701 0.175
N -1.441 -1.475 -0.889
N 0.613 1.634 0.640
O -1.397 0.148 0.758
H 3.584 -0.345 0.113
H 2.283 -1.781 1.500
H 2.228 0.313 -2.009
H 0.344 -2.555 0.461
H 0.110 1.569 -1.455
H -3.434 0.046 0.333
H -2.442 0.883 -0.892
H -2.759 1.639 0.696
H -1.004 -2.268 -1.328
H -2.448 -1.513 -0.846
H 0.638 2.659 0.629
H 1.422 1.244 1.159
H -0.267 1.278 1.091